Record 1
DFT (wB97M-V/def2-TZVPD) results for C3H4N2OS in the gas phase.

Geometry as XYZ:
```
11
Properties=species:S:1:pos:R:3:forces:R:3
H -0.008455 -1.550205 1.612478 -0.568 -1.917 -3.981
N -0.348932 -2.123899 0.602637 -0.517 3.654 3.683
C -0.978527 -1.307068 -0.134373 -0.183 -0.945 -3.067
N -1.016468 0.253261 -0.238762 0.579 0.013 -3.011
C 0.188076 1.064046 -0.484325 -1.402 -2.155 1.717
S 0.371860 2.402642 -1.360178 -0.876 0.005 -0.695
C 1.377555 0.842137 0.410654 2.241 -0.876 4.595
O 1.673591 -0.057588 1.242933 -1.595 2.340 -3.330
H -1.572461 -1.879519 -1.105018 1.560 2.170 2.572
H -1.671839 0.542570 -1.073809 1.295 -0.970 2.332
H 1.985600 1.813624 0.527762 -0.533 -1.320 -0.814
```
Positions in Å, forces in eV/Å.

- Relative energy (zero: lowest compared OMol25 entry of this formula, charge and spin): 371.4 kJ/mol
- Spin multiplicity: 1
- Structure (SMILES): [H]/N=C\NC(=S)C=O
- E: -699.53068 hartree
- Molar mass: 116.145 g mol⁻¹
- Max |F|: 0.101 hartree/bohr
- HOMO-LUMO gap: 8.27 eV
- Net charge: 0

Record 2
DFT (wB97M-V/def2-TZVPD) results for 3 unconnected molecules or ions with the total composition C25H49N2O4.

Geometry as XYZ:
```
80
Properties=species:S:1:pos:R:3:forces:R:3
C 6.301995 0.248557 3.351505 -0.770 -3.925 0.743
C 5.159914 -0.407836 2.452370 0.833 1.538 -1.202
C 4.300836 0.809987 1.832476 0.368 0.340 0.348
C 3.630189 1.732650 2.977156 0.364 0.149 -0.257
C 2.070110 1.983778 2.774337 0.984 1.385 0.328
O 1.286914 0.801745 2.487264 1.377 -1.122 1.447
C 1.570067 -0.266137 3.362509 0.100 -1.537 1.572
C 1.700899 -1.709424 2.662596 -0.201 1.188 0.390
O 1.745308 -0.164783 4.589520 -0.412 0.625 -3.447
H 7.325105 -0.222725 3.157431 -1.180 1.254 0.065
H 6.027933 0.086112 4.443314 0.504 1.027 -1.165
H 4.528671 -1.184732 2.983154 0.768 1.105 -0.363
H 5.681078 -0.896655 1.561067 -0.808 0.413 1.173
H 5.066174 1.477105 1.300339 -1.121 -1.035 0.536
H 3.544674 0.468682 1.050339 0.890 0.356 1.157
H 4.129791 2.766218 2.914680 -0.859 -1.375 0.118
H 3.896766 1.347956 4.023683 -0.681 0.346 -1.539
H 1.969206 2.659591 1.852814 -0.144 -1.065 1.316
H 1.705094 2.540316 3.709778 0.211 -0.869 -1.383
H 1.879679 -2.469846 3.490191 -0.201 1.125 -1.102
H 2.618337 -1.624555 1.987010 -1.466 -0.340 0.675
H 0.758289 -1.988185 2.086485 1.302 0.362 0.347
C -0.799470 2.500395 -3.325993 -0.151 0.168 -0.275
C -0.046653 2.714176 -1.987857 -1.162 -1.559 -0.886
C -1.041113 3.187537 -0.905888 0.174 0.407 0.186
C -1.484657 4.636951 -1.087561 -0.020 -0.031 -0.095
C -0.282969 5.567541 -1.215144 -0.089 -0.321 0.329
C 0.725054 5.120506 -2.292637 -0.116 1.536 -1.327
N 1.082329 3.675044 -2.183349 0.924 0.256 3.967
O 1.923188 3.542388 -1.134422 -0.788 0.067 -2.024
C 0.151268 5.413085 -3.697028 -0.299 -0.083 -0.171
C 1.969273 6.039035 -2.210827 0.264 -0.496 0.409
C 0.450475 1.298345 -1.611390 0.546 0.306 0.345
H -1.222582 1.494689 -3.392613 0.140 0.073 0.251
H -1.643912 3.178325 -3.456723 0.102 0.089 -0.044
H -0.129767 2.609053 -4.183496 -0.019 0.052 0.109
H -0.586760 3.086380 0.087167 0.147 -0.058 -0.152
H -1.922749 2.539122 -0.901059 0.207 -0.113 -0.158
H -2.131995 4.734037 -1.965348 0.040 -0.022 0.001
H -2.092441 4.942402 -0.230453 0.026 -0.017 -0.061
H -0.634862 6.582350 -1.429951 0.202 -0.052 -0.167
H 0.215739 5.620633 -0.239558 0.143 -0.105 -0.145
H 0.803250 5.011201 -4.478032 -0.039 -0.032 0.122
H 0.069637 6.491130 -3.867320 0.134 -0.080 0.206
H -0.850459 5.018715 -3.852446 0.066 -0.112 0.013
H 2.431630 6.034112 -1.221332 -0.047 -0.219 -0.109
H 1.696184 7.077647 -2.417637 -0.240 -0.196 -0.074
H 2.725200 5.744477 -2.944712 -0.077 -0.056 0.079
H 1.146649 0.915913 -2.363436 -0.040 0.079 0.039
H -0.386122 0.596711 -1.548550 -0.032 0.265 -0.118
H 0.944462 1.263982 -0.638132 0.039 0.153 -0.137
C -4.168366 -3.031129 -0.962150 -0.338 -0.059 -0.027
C -2.699584 -3.509253 -1.103705 -0.718 -0.106 -0.176
C -2.681869 -4.948764 -1.668876 0.092 -0.087 -0.173
C -3.109587 -5.999532 -0.648125 -0.028 0.103 0.026
C -2.302581 -5.868265 0.638210 0.169 -0.206 0.005
C -2.308667 -4.437739 1.218203 -0.698 -0.204 0.260
N -1.997135 -3.396226 0.203016 0.754 0.487 0.106
O -0.609596 -3.454282 -0.050169 0.228 -0.140 -0.051
C -3.683173 -4.147737 1.864125 -0.308 -0.189 0.035
C -1.327569 -4.387763 2.407909 0.456 0.121 -0.333
C -2.096666 -2.558968 -2.161749 0.576 -0.111 0.152
H -4.539905 -2.584508 -1.891147 0.169 -0.098 -0.059
H -4.863913 -3.840692 -0.733393 0.021 0.013 0.120
H -4.263540 -2.261338 -0.191481 0.153 -0.138 0.022
H -1.673734 -5.198262 -2.020489 0.020 0.207 0.183
H -3.333680 -5.014758 -2.549457 -0.027 0.118 -0.005
H -4.181138 -5.916098 -0.433576 -0.005 0.049 0.001
H -2.964647 -7.000057 -1.070236 -0.031 0.013 0.004
H -2.689228 -6.577890 1.380983 0.000 0.087 0.084
H -1.272134 -6.180276 0.430297 -0.007 0.273 0.018
H -3.748064 -3.106205 2.192407 0.104 -0.048 -0.145
H -3.840985 -4.776590 2.748589 0.162 -0.028 -0.051
H -4.528187 -4.353024 1.209018 0.023 0.087 -0.072
H -0.314781 -4.686475 2.127690 -0.127 0.225 -0.229
H -1.639786 -5.071028 3.205885 -0.277 0.005 -0.126
H -1.285356 -3.379959 2.833632 -0.013 -0.016 -0.119
H -2.108715 -1.524271 -1.803556 0.027 -0.075 0.094
H -2.671944 -2.594929 -3.094796 -0.243 -0.114 0.193
H -1.070329 -2.817678 -2.431349 -0.026 -0.014 0.393
```
Positions in Å, forces in eV/Å.

- Spin multiplicity: 3
- E: -1392.19758 hartree
- Expectation value of S²: 2.008
- Molar mass: 441.677 g mol⁻¹
- Max |F|: 0.079 hartree/bohr
- HOMO-LUMO gap (spin up / spin down): 4.06 / 3.28 eV
- Net charge: -1

Record 3
DFT (wB97M-V/def2-TZVPD) results for 6 unconnected molecules or ions with the total composition C24H42N6.

Geometry as XYZ:
```
72
Properties=species:S:1:pos:R:3:forces:R:3
C -4.784010 -0.467339 -2.264686 1.607 0.306 -0.456
C -3.843760 0.561159 -2.948152 -0.722 0.130 -0.077
C -2.417048 0.418833 -2.479669 1.014 -0.929 -0.551
C -1.721999 -0.757206 -3.112883 0.199 0.588 0.053
N -1.150815 -1.605960 -3.649587 -0.469 0.478 0.426
H -4.379027 -1.457474 -2.502759 -0.325 -0.039 -0.096
H -5.798155 -0.384606 -2.611592 -0.426 0.002 0.036
H -4.679595 -0.364462 -1.189095 -0.377 0.156 0.162
H -4.060646 1.600070 -2.708499 -0.659 0.018 0.213
H -3.920513 0.513427 -4.044765 0.147 -0.190 0.281
H -2.384111 0.307393 -1.404415 -0.104 -0.254 0.381
H -1.839743 1.326548 -2.667447 0.178 -0.233 -0.362
C -1.039313 -1.937976 0.990374 0.160 -0.397 -0.032
C 0.096613 -1.830248 -0.018200 -0.337 1.575 -0.053
C 0.786535 -0.444902 0.077287 0.388 -0.814 0.377
C 1.071106 -0.086380 1.490670 0.549 0.372 0.153
N 1.252269 0.235178 2.588267 -0.166 -0.354 -1.002
H -0.661802 -1.803952 2.017167 -0.160 -0.241 -0.294
H -1.449845 -2.938568 0.859340 -0.320 0.014 0.370
H -1.831146 -1.192822 0.845576 0.149 -0.105 -0.182
H -0.283648 -1.835777 -1.044885 0.038 -0.515 0.155
H 0.842033 -2.601993 0.107656 0.034 -0.352 0.045
H 0.121812 0.317833 -0.299371 -0.185 0.344 -0.241
H 1.682676 -0.494922 -0.566124 -0.134 0.502 0.617
C -1.532986 0.978655 4.081974 -0.743 0.751 0.273
C -1.648974 2.348623 3.390299 0.183 -0.042 1.649
C -3.010484 2.687768 2.850208 -1.125 -0.052 -1.457
C -3.346117 1.853962 1.683332 0.178 -0.298 -0.076
N -3.564766 1.150623 0.801207 0.018 0.123 0.003
H -0.568281 0.944203 4.591933 -0.218 -0.260 -0.027
H -1.603649 0.174097 3.366775 0.117 -0.302 -0.252
H -2.370990 0.860249 4.790944 0.447 -0.029 -0.020
H -0.883675 2.370579 2.650460 0.467 0.339 -0.867
H -1.409707 3.121998 4.131722 0.081 -0.099 -0.138
H -3.168981 3.720591 2.502845 0.525 -0.120 0.260
H -3.841747 2.508742 3.523890 0.118 -0.058 0.645
C 1.649037 3.622442 0.878762 -0.246 1.410 1.082
C 2.387621 4.234858 -0.266113 1.576 -0.192 -1.052
C 3.878674 3.746610 -0.369040 -0.614 -0.123 -0.662
C 4.006046 2.306964 -0.684719 -0.058 0.152 -0.121
N 4.115928 1.209246 -1.015735 -0.104 0.339 0.304
H 2.219837 3.786627 1.815739 -0.458 -0.151 -0.311
H 1.445353 2.568096 0.788341 -0.027 -0.305 -0.221
H 0.710327 4.201269 0.933738 0.098 -0.594 0.376
H 2.450966 5.341101 -0.250135 -0.242 -0.558 0.340
H 1.882489 3.972967 -1.199040 0.092 0.051 -0.075
H 4.451774 3.948581 0.527604 -0.050 0.067 0.325
H 4.372853 4.287556 -1.185507 -0.029 -0.125 0.114
C 2.017706 -0.692358 -5.498869 1.105 0.389 -0.321
C 3.042692 -0.303283 -4.412431 -0.695 0.213 -0.884
C 3.070726 1.204809 -4.081925 1.319 -0.676 -0.277
C 1.833413 1.663136 -3.505693 -0.318 -0.066 -0.709
N 0.775638 1.931685 -3.159724 -0.402 0.285 0.516
H 2.342518 -0.300210 -6.469672 -0.085 0.108 0.071
H 1.027141 -0.322694 -5.307166 -0.474 0.047 0.264
H 1.997450 -1.768573 -5.618304 -0.183 -0.222 0.149
H 4.026523 -0.608953 -4.754589 0.229 0.084 0.092
H 2.811269 -0.865786 -3.540698 -0.059 -0.403 0.965
H 3.364429 1.723877 -4.999465 -0.514 0.336 0.127
H 3.863702 1.410846 -3.361432 -0.008 -0.127 -0.005
C 1.000337 -3.378700 3.801588 -0.345 -0.601 -0.076
C -0.260674 -4.233990 4.022452 0.843 0.142 -0.354
C -0.063263 -5.577480 3.324957 -0.616 -0.667 -1.067
C 0.287661 -5.492386 1.869932 -0.188 0.123 2.589
N 0.586070 -5.406811 0.777439 0.321 0.104 -1.589
H 0.894841 -2.438341 4.290737 0.110 0.780 0.471
H 1.132694 -3.166515 2.740460 0.019 -0.071 -0.029
H 1.906545 -3.887120 4.157985 -0.249 0.115 -0.005
H -1.159821 -3.695277 3.699600 0.207 -0.254 -0.243
H -0.415035 -4.464450 5.071285 0.079 0.089 0.272
H -0.993564 -6.150480 3.307253 -0.026 -0.077 0.320
H 0.682602 -6.203201 3.842622 -0.137 0.364 -0.290
```
Positions in Å, forces in eV/Å.

- Relative energy (zero: lowest compared OMol25 entry of this formula, charge and spin): 15.8 kJ/mol
- Spin multiplicity: 1
- Structure (SMILES): CCCC#N.CCCC#N.CCCC#N.CCCC#N.CCCC#N.CCCC#N
- E: -1268.17052 hartree
- Molar mass: 414.642 g mol⁻¹
- Max |F|: 0.051 hartree/bohr
- HOMO-LUMO gap: 11.66 eV
- Net charge: 0

Record 4
DFT (wB97M-V/def2-TZVPD) results for 6 unconnected molecules or ions with the total composition H12O6.

Geometry as XYZ:
```
18
Properties=species:S:1:pos:R:3:forces:R:3
O 1.033472 -0.306466 0.911051 -4.149 -1.321 2.760
H 1.423487 0.010462 1.733508 -0.263 0.064 0.291
H 0.112684 -0.477553 1.138799 -0.123 -0.296 0.276
O -3.153300 0.104441 1.649059 0.195 0.090 -0.131
H -2.435916 -0.124815 1.047568 -0.142 -0.124 0.010
H -3.629406 0.805447 1.189817 -0.193 -0.106 0.076
O -0.415580 -3.576060 -1.859978 -0.212 -0.022 0.003
H -0.748074 -4.470735 -1.725834 0.088 0.052 0.005
H -1.140297 -3.120511 -2.302981 0.107 -0.021 -0.001
O 2.619526 0.339831 -0.200555 3.187 0.947 -0.876
H 2.634157 -0.362153 0.459744 0.522 0.248 -1.032
H 1.804984 0.820201 -0.014124 0.720 -0.087 -0.587
O 3.158197 1.150374 -2.474702 -0.147 0.229 -1.195
H 2.528884 1.007201 -3.190563 0.204 0.114 -0.066
H 2.974277 0.435967 -1.854391 0.105 0.095 0.460
O -2.206697 2.979946 1.848106 -0.016 -0.044 -0.083
H -2.260096 2.422460 1.063666 0.133 0.197 0.137
H -2.300301 2.361962 2.581811 -0.017 -0.015 -0.047
```
Positions in Å, forces in eV/Å.

- Relative energy (zero: lowest compared OMol25 entry of this formula, charge and spin): 318.5 kJ/mol
- Spin multiplicity: 1
- Structure (SMILES): O.O.O.O.O.O
- E: -458.55115 hartree
- Molar mass: 108.090 g mol⁻¹
- Max |F|: 0.100 hartree/bohr
- HOMO-LUMO gap: 9.91 eV
- Net charge: 0

- E of number 1 (C3H4N2OS)?
  -699.53068 hartree

- Which formula does entry 4 have?
  H12O6

- What is the molar mass in the second record?
  441.677 g mol⁻¹

- Look up the spin multiplicity of the second one.
  3